Record 1
Below is a cluster of 2 separate species, C4H10O in total, with properties calculated with ωB97M-V/def2-TZVPD.

ORCA input file:
```
! RIJCOSX wB97M-V def2-TZVPD def2/J DEFGRID3
* xyz -1 2
C -2.09483 0.96118 -1.04840
C -2.96365 1.71424 -0.05732
H -2.67321 0.35767 -1.74012
H -1.42576 1.65357 -1.56279
H -1.37833 0.33581 -0.52081
H -3.56318 1.02096 0.53530
H -3.65872 2.37084 -0.58729
H -2.35310 2.31754 0.61862
O 2.35439 -1.18949 2.36967
C 2.37241 -1.03797 1.09540
C 3.15350 -1.94669 0.20011
H 2.16136 -0.03960 0.69755
H 4.16777 -2.09970 0.62681
H 2.73128 -2.95088 0.16171
H 3.17006 -1.46747 -0.78844
*
```

Output
Energy above the lowest of the compared OMol25 structures with the same formula, charge and spin = 0.0534 eV

Record 2
Below is a cluster of 2 separate species, C4H12S in total, with properties calculated with ωB97M-V/def2-TZVPD.

ORCA input file:
```
! RIJCOSX wB97M-V def2-TZVPD def2/J DEFGRID3
* xyz 0 1
C -0.98499 2.50347 -1.73877
S -2.90545 2.02527 -1.46381
C -2.64963 0.53984 -0.42358
H -0.48435 2.88949 -0.91767
H -0.58164 1.53804 -2.08642
H -1.02606 3.34311 -2.42107
H -3.44731 -0.17318 -0.62096
H -3.00737 0.39532 0.66409
H -1.69851 0.11578 -0.49240
C 2.23495 -2.15588 0.57407
C 2.02205 -1.09160 1.79838
H 1.41071 -2.94319 0.53151
H 2.04424 -1.70226 -0.36146
H 3.20591 -2.44356 0.78896
H 1.77526 -0.04763 1.44418
H 2.90320 -1.23799 2.38795
H 1.18900 -1.55503 2.33701
*
```

Output
Energy above the lowest of the compared OMol25 structures with the same formula, charge and spin = 2.0394 eV

Record 3
Below is an isolated molecule of C14H24BBrN3O4PS3, with properties calculated with ωB97M-V/def2-TZVPD.

ORCA input file:
```
! RIJCOSX wB97M-V def2-TZVPD def2/J DEFGRID3
* xyz 0 1
C 1.77456 1.42357 -2.56299
B 0.58473 0.25151 -2.39306
O 0.07137 -0.20763 -3.73547
C -0.01236 -0.30459 -0.97408
C 0.91623 -0.54840 0.33794
C 2.04936 0.58941 0.66270
C 2.23597 0.59603 2.32472
Br 3.88664 0.05474 -0.04481
C -0.84732 -1.72235 -1.16243
C -0.23525 -2.92447 -2.08269
C 1.35404 -3.24712 -1.87762
O 1.77209 -4.19168 -2.95833
P -1.47337 -2.67696 0.36831
S -3.22153 -3.51071 0.03127
C -2.30242 -1.28101 -1.86136
O -2.91904 -1.82417 -2.92480
N -2.66818 -0.10701 -0.97408
C -1.35395 0.67159 -0.75139
S -1.61194 2.07586 -2.02283
C -1.43907 1.54664 0.65083
C -2.14327 0.75977 1.90171
S -2.83529 2.12849 3.04197
C -1.23586 2.86248 3.78757
N -0.66306 2.40225 5.11081
N 0.50144 3.18414 5.20640
C 0.65830 4.10194 3.98589
O -0.46806 3.89848 3.06075
H 1.61758 1.99887 -3.59730
H 1.70849 2.24671 -1.73195
H 2.85276 0.93207 -2.65361
H 0.85888 -0.30814 -4.36102
H 1.49203 -1.59434 0.35713
H 0.23291 -0.57864 1.31790
H 1.75344 1.68559 0.37502
H 2.43522 -0.49865 2.74442
H 3.24873 1.19054 2.53955
H 1.33469 1.13788 2.84691
H -0.82585 -3.91525 -1.78290
H -0.44593 -2.75204 -3.23946
H 1.49049 -3.72357 -0.81665
H 2.07250 -2.32755 -1.96342
H 1.51103 -5.13116 -2.72025
H -0.54171 -3.79461 0.56875
H -1.46422 -1.93050 1.59983
H -3.24687 0.54023 -1.59112
H -1.10467 3.28621 -1.44836
H -0.38346 1.90600 1.01891
H -2.07016 2.51789 0.42993
H -1.37349 0.16595 2.59478
H -3.06198 0.09135 1.62589
H 1.53483 4.85436 3.74211
*
```

Output
Energy above the lowest of the compared OMol25 structures with the same formula, charge and spin = 10.4331 eV

Record 4
Below is an isolated molecule of C5H4N2, with properties calculated with ωB97M-V/def2-TZVPD.

ORCA input file:
```
! RIJCOSX wB97M-V def2-TZVPD def2/J DEFGRID3
* xyz 0 1
C 2.45491 -0.36646 -0.15493
C 1.63334 -0.95265 0.62086
C 0.32163 -0.57487 0.61080
C -0.75755 -0.99001 -0.28225
C -1.25011 0.17413 -0.73074
N -0.70538 1.29249 -0.03568
N -0.05220 0.65890 1.07139
H 0.10536 1.57502 -0.61830
H -0.94914 -1.99215 -0.63693
H -1.91204 0.37208 -1.56299
H 0.68796 1.22217 1.47168
*
```

Output
Energy above the lowest of the compared OMol25 structures with the same formula, charge and spin = 5.9531 eV